#A
Entry from OMol25: a 2-piece molecular cluster, C4H12 overall (ωB97M-V/def2-TZVPD).

Last column: Mulliken charge in e.
Element x y z (Å)
C 1.3552 1.3771 1.9339  -0.9301
C 0.8470 -0.0256 2.3228  -0.5410
H 2.0823 1.4034 1.1263  0.3257
H 0.6105 1.9442 1.3600  0.2589
H 1.5154 2.0382 2.7642  0.3239
H 1.6903 -0.6979 2.2258  0.2546
H 0.0025 -0.2129 1.5959  0.0569
H 0.6079 0.0033 3.3803  0.2764
C -1.3753 0.0410 -2.0803  -0.2883
C -0.8041 -1.4116 -2.1918  -0.7044
H -1.0104 0.2010 -0.9654  0.2234
H -0.9589 0.9490 -2.5200  0.3734
H -2.4671 -0.1896 -2.1503  0.2871
H -1.6786 -1.9564 -2.7271  0.3465
H 0.0620 -1.4351 -2.8543  0.3260
H -0.8482 -1.9958 -1.2684  0.4110

Calculated values
- E_HOMO (alpha / beta) (eV) = -14.4 / -14.4
- multiplicity = 2
- HOMO-LUMO gap (alpha / beta) (Ha) = 0.39103 / 0.11033
- net charge = +1


#B
Entry from OMol25: a 2-piece molecular cluster, C4H12 overall (ωB97M-V/def2-TZVPD).

Last column: Mulliken charge in e.
Element x y z (Å)
C -1.6594 1.2539 0.5251  -0.3533
C -1.2131 1.7293 -0.8019  -0.6039
H -0.8125 0.7047 1.0743  0.0951
H -1.8673 2.0728 1.2385  0.3304
H -2.4122 0.4480 0.4790  0.3406
H -1.6645 2.6571 -1.1577  0.3341
H -0.0994 1.9400 -0.6286  0.3161
H -1.2132 0.9095 -1.5128  0.3107
C 1.9012 -1.1657 -0.3937  -0.7572
C 0.8452 -1.7338 0.5701  -0.6145
H 2.8407 -1.6970 -0.2768  0.3452
H 1.5743 -1.2581 -1.4260  0.2592
H 2.0722 -0.1428 -0.0135  0.2567
H 0.0596 -2.2097 -0.0369  0.2695
H 1.3068 -2.5177 1.1520  0.3193
H 0.3417 -0.9905 1.2090  0.1521

Calculated values
- E_HOMO (alpha / beta) (eV) = -16.3 / -15.6
- multiplicity = 2
- HOMO-LUMO gap (alpha / beta) (Ha) = 0.48156 / 0.15439
- net charge = +1


#C
Entry from OMol25: a 2-piece molecular cluster, C4H12 overall (ωB97M-V/def2-TZVPD).

Last column: Mulliken charge in e.
Element x y z (Å)
C -0.3399 1.5572 -0.1606  -0.5865
C 0.0988 2.8827 -0.7447  -0.9148
H 0.5822 1.2954 0.4735  0.2853
H -1.1099 1.6289 0.6061  0.3878
H -0.4703 0.7863 -0.9085  0.3403
H -0.7656 3.1215 -1.4175  0.3105
H 1.0052 2.7991 -1.3372  0.3579
H 0.1550 3.6723 -0.0081  0.3611
C 0.7650 -2.0033 0.4651  -0.8038
C -0.6413 -2.4310 0.3463  -0.6157
H 1.4455 -2.9009 0.5632  0.3374
H 1.2531 -1.4133 -0.3111  0.3419
H 1.0479 -1.5428 1.4266  0.3459
H -0.9209 -2.8585 -0.6099  0.3049
H -1.1922 -1.4653 0.4873  0.2077
H -0.9127 -3.1285 1.1297  0.3400

Calculated values
- E_HOMO (alpha / beta) (eV) = -16.9 / -14.9
- multiplicity = 2
- HOMO-LUMO gap (alpha / beta) (Ha) = 0.51361 / 0.12985
- net charge = +1


#C is the most stable structure; the next one sits 1.7 kcal/mol above it.


#A
Entry from OMol25: a 5-piece molecular cluster, CH14N2O4 overall (ωB97M-V/def2-TZVPD).

Last column: Mulliken charge in e.
Element x y z (Å)
N 1.5801 -0.2747 0.5078  -0.4110
C 1.8741 -1.1836 -0.6764  -0.3318
N 0.6267 -1.9683 -0.9638  -0.4807
H 0.7402 0.2940 0.4642  0.1502
H 1.6509 -0.6670 1.3808  0.2338
H 2.1649 -0.7600 -1.7295  0.2041
H 2.7261 -1.7241 -0.3569  0.3266
H 0.7562 -2.6847 -1.7680  0.1990
H 0.1492 -2.4235 -0.2120  0.1683
O -4.3467 1.2630 -0.0814  -0.5936
H -5.1285 1.6641 -0.3180  0.2787
H -4.3192 0.4105 -0.4762  0.3075
O -1.1517 1.7108 0.5855  -0.7295
H -0.9602 2.1923 -0.2315  0.3346
H -2.1988 1.5074 0.4190  0.3838
O -2.3630 -0.5458 0.4257  -0.6999
H -2.5159 -0.7348 1.3376  0.3080
H -1.4651 -0.1247 0.2597  0.3841
O 4.2287 1.6519 0.2554  -0.6733
H 4.6491 0.8038 0.4078  0.3003
H 3.3030 1.5932 0.7701  0.3408

Calculated values
- E_HOMO (eV) = -9.2
- HOMO-LUMO gap (Ha) = 0.36409


#B
Entry from OMol25: a 6-piece molecular cluster, CH14N2O4 overall (ωB97M-V/def2-TZVPD).

Last column: Mulliken charge in e.
Element x y z (Å)
N -1.7261 -0.0673 -1.3383  -0.3337
C -0.4132 -0.5455 -1.1707  -0.2663
N 0.5703 0.4641 -1.5034  -0.2465
H -2.0294 0.4784 -0.5482  0.2713
H -2.1657 0.0631 -2.2322  0.2190
H -0.2617 -1.4020 -1.8192  0.3672
H -0.3754 -0.7951 -0.0480  0.4301
H 1.4156 0.2212 -0.9781  0.2282
H 0.2217 1.3972 -1.1943  0.4247
H 0.4563 -3.3155 1.2163  0.2245
H 2.2014 -1.5678 -0.7828  -0.0867
O 0.6125 -2.4357 0.8520  -0.7709
H 2.5159 -1.2218 -0.2228  0.0790
H -0.3629 3.4551 0.0127  0.1967
O -0.3941 2.4876 -0.0934  -0.8835
H 0.1493 1.8779 0.9543  0.4239
H 0.8352 2.0421 2.4707  0.2293
O 0.5427 1.3875 1.8330  -0.7725
H -0.5986 -1.6150 1.2818  0.4599
H -0.2464 -0.2374 1.9225  0.3973
O -0.9472 -0.6711 1.3882  -0.5909

Calculated values
- E_HOMO (eV) = -9.3
- HOMO-LUMO gap (Ha) = 0.16204


#A is the most stable structure; the next one sits 174.6 kcal/mol above it.